{
  "formula": "C4H6O4",
  "method": "ωB97M-V with the def2-TZVPD basis set",
  "species": ["O", "C", "C", "O", "C", "O", "C", "O", "H", "H", "H", "H", "H", "H"],
  "positions_angstrom": [[-1.498513, 0.034762, 2.891610], [-1.061430, -0.502955, 1.934210], [-0.452639, 0.249869, 0.696157], [0.839737, -0.208303, 0.691277], [1.549194, 0.299451, -0.437191], [0.720805, 0.702674, -1.475440], [-0.421285, -0.105265, -1.576463], [-1.203622, -0.043410, -0.421948], [-0.964179, -1.585032, 1.741450], [-0.521011, 1.321816, 0.930611], [2.186428, -0.535967, -0.659513], [2.124750, 1.181090, -0.093268], [-1.059025, 0.338008, -2.414355], [-0.239212, -1.146737, -1.807137]],
  "atomic_forces_ev_per_a": [[-0.4, 0.2, 0.8], [0.7, 0.2, -2.1], [-1.3, 0.8, 2.9], [0.1, -0.2, -1.0], [0.8, 0.4, 1.3], [-0.3, -0.3, 0.1], [-1.4, 1.0, -1.9], [-0.3, -0.4, -0.1], [-0.3, -0.3, 0.5], [0.2, 0.1, -0.2], [0.6, -0.3, -0.7], [-0.2, -0.3, -0.5], [1.0, -0.6, 1.0], [0.7, -0.4, -0.1]],
  "smiles": "O=CC1OCOCO1",
  "total_energy_ev": -12433.2346,
  "e_lumo_ev": 0.82,
  "orbital_gap_ev": 10.57,
  "de_lowest_kcal_mol": 67.7
}

---

{
  "formula": "C4H6O6",
  "method": "ωB97M-V with the def2-TZVPD basis set",
  "species": ["C", "C", "C", "C", "H", "H", "H", "H", "H", "H", "O", "O", "O", "O", "O", "O"],
  "positions_angstrom": [[0.411223, -1.202565, 0.160571], [-0.722207, -0.595082, -0.622742], [-0.788474, 1.024843, -0.329488], [1.564355, -0.153497, 0.172390], [-1.329163, -0.852015, 1.590717], [0.605585, -2.344334, -0.237456], [-0.262996, -0.437588, -1.564991], [-2.437075, -0.618405, -0.486647], [-2.042436, 2.216600, 0.465540], [1.651559, -0.769051, -1.813367], [-0.033859, -1.200679, 1.493170], [-1.927919, -1.430526, -0.634761], [-1.973152, 1.296889, 0.363057], [0.172017, 1.827384, -0.445913], [2.177084, -0.233246, -1.065551], [1.713971, 0.785502, 1.010225]],
  "atomic_forces_ev_per_a": [[-1.0, -0.8, 2.5], [1.3, 1.3, -1.5], [1.9, 1.1, 2.2], [0.0, 2.5, 0.6], [5.8, -1.8, -0.7], [0.0, 2.9, 0.8], [-0.4, -0.6, -2.0], [-1.8, -0.9, 0.0], [-0.1, 2.4, 0.4], [1.6, 1.5, 3.0], [-5.4, 0.5, 1.4], [2.0, 3.3, 0.5], [1.5, -2.4, -1.7], [-5.3, -3.1, -0.8], [-0.6, -0.4, -1.1], [0.5, -5.4, -3.6]],
  "total_energy_ev": -16525.5091,
  "e_lumo_ev": 0.00,
  "orbital_gap_ev": 10.53,
  "de_lowest_kcal_mol": 80.0
}

---

{
  "formula": "C4H6O7V",
  "method": "ωB97M-V with the def2-TZVPD basis set",
  "species": ["O", "C", "C", "O", "C", "O", "O", "H", "H", "H", "H", "H", "O", "C", "O", "O", "V", "H"],
  "positions_angstrom": [[-0.683174, 1.159551, -0.706351], [-0.471685, 0.373917, 0.387700], [0.997255, -0.018262, 0.557300], [1.622055, 1.063974, 1.280583], [0.750855, 1.670019, 2.018947], [-0.461368, 1.513528, 1.718792], [1.206717, 2.600054, 2.775094], [-1.603044, 1.446171, -0.768182], [-1.252656, -0.194533, 0.897965], [1.517174, -0.091671, -0.401716], [1.109311, -0.931256, 1.146913], [0.569889, 3.321661, 2.902832], [0.740019, -2.586662, -1.856463], [-0.370910, -1.915035, -2.075523], [-1.027906, -1.385831, -1.112214], [-0.876177, -1.943519, -3.218225], [-2.722678, -1.510697, -2.643707], [0.956323, -2.571411, -0.903745]],
  "atomic_forces_ev_per_a": [[0.5, -1.0, 1.9], [-0.3, 2.0, -0.3], [-0.3, -0.1, -0.3], [0.8, -0.9, 0.6], [-0.9, 1.4, -2.2], [0.2, -0.5, 0.6], [0.4, 0.1, 0.4], [-0.2, -0.2, 0.0], [0.1, -0.1, -1.0], [-0.2, 0.0, 0.2], [-0.1, 0.1, -0.1], [-0.2, -0.2, 0.3], [0.9, 0.2, 0.5], [-1.5, -0.4, 0.4], [0.2, -0.4, -0.2], [1.0, -0.1, -0.8], [-0.3, 0.3, 0.5], [-0.2, -0.1, -0.6]],
  "total_energy_ev": -44256.4028,
  "s2": 6.003,
  "e_lumo_ev": [-3.47, -3.49],
  "orbital_gap_ev": [6.52, 10.78],
  "multiplicity": 5,
  "charge": 1,
  "de_lowest_kcal_mol": 13.5
}

---

{
  "formula": "C4H6OS",
  "method": "ωB97M-V with the def2-TZVPD basis set",
  "species": ["C", "C", "C", "C", "O", "S", "H", "H", "H", "H", "H", "H"],
  "positions_angstrom": [[1.181320, -0.721433, -0.508994], [0.054015, -1.222130, -0.003055], [1.167369, 0.757535, -0.358238], [-0.842436, -0.074810, 0.307066], [-0.170945, 1.085220, 0.044953], [-2.579212, -0.041357, -0.200486], [2.002578, -1.191448, -0.872637], [-0.211754, -2.212753, 0.097375], [1.651750, 1.227411, 0.550645], [1.541644, 1.158959, -1.347585], [-1.052825, -0.016982, 1.967560], [-2.741499, 1.251790, 0.323401]],
  "atomic_forces_ev_per_a": [[-2.2, 1.3, 2.3], [0.2, 2.3, -0.9], [0.6, 0.9, 0.3], [-0.8, 0.2, 4.6], [-0.5, -0.2, -1.6], [0.2, 1.2, 0.2], [2.2, -1.6, -0.9], [-0.6, -1.9, 0.1], [0.9, -0.9, -1.3], [-0.8, 0.5, 1.2], [0.7, -0.4, -3.4], [0.1, -1.4, -0.5]],
  "total_energy_ev": -17124.2171,
  "e_lumo_ev": 0.57,
  "orbital_gap_ev": 8.89,
  "de_lowest_kcal_mol": 90.2
}

---

{
  "formula": "C4H6OS",
  "method": "ωB97M-V with the def2-TZVPD basis set",
  "species": ["C", "C", "C", "O", "C", "S", "H", "H", "H", "H", "H", "H"],
  "positions_angstrom": [[-0.701437, 1.466285, 0.711143], [-0.362341, 0.258545, 0.181518], [-0.777637, -0.330700, -1.097254], [0.287198, -0.731086, 0.977930], [1.566194, -0.988692, 0.694616], [2.609808, -0.156722, -0.274314], [-1.447265, 2.054096, 0.147210], [-0.305572, 1.818230, 1.668666], [0.118081, -0.706582, -1.564705], [-1.465914, -1.111453, -0.855429], [-1.324427, 0.366600, -1.765241], [1.803314, -1.938522, 1.175858]],
  "atomic_forces_ev_per_a": [[0.3, -1.8, -0.9], [-0.9, 2.2, 1.8], [-0.6, 0.9, -0.5], [0.5, 0.9, -0.5], [0.5, 0.1, -0.7], [-1.0, -0.7, 0.9], [0.8, -0.1, 0.4], [-0.3, -0.2, -0.4], [0.0, -0.3, -0.5], [-0.3, -0.9, -0.1], [0.6, -0.2, 0.5], [0.3, 0.2, 0.1]],
  "smiles": "C=C(C)OC=S",
  "total_energy_ev": -17126.4607,
  "e_lumo_ev": 0.27,
  "orbital_gap_ev": 9.30,
  "de_lowest_kcal_mol": 38.5
}

---

{
  "formula": "C4H6OS",
  "method": "ωB97M-V with the def2-TZVPD basis set",
  "species": ["C", "C", "C", "O", "C", "S", "H", "H", "H", "H", "H", "H"],
  "positions_angstrom": [[0.791968, -0.523946, -1.493777], [-0.078638, 0.096258, -0.730722], [-1.221994, 0.784528, -1.439460], [-2.089671, 1.369305, -0.877713], [-0.150748, 0.045573, 0.767147], [1.219559, -0.728539, 1.699827], [1.634216, -0.877460, -0.949142], [0.764916, -0.449115, -2.552957], [-1.134080, 0.776575, -2.602887], [-1.182536, -0.297994, 0.947515], [-0.189758, 1.139299, 1.084578], [1.268132, -2.003609, 1.278238]],
  "atomic_forces_ev_per_a": [[0.6, 0.7, 0.7], [-1.3, -0.1, -0.5], [1.6, -0.4, -1.3], [-1.0, 0.5, 0.4], [-0.6, 1.4, -0.3], [-0.3, 0.6, 0.1], [0.8, -0.9, -0.2], [0.0, -0.2, -0.7], [-0.2, -0.1, 1.4], [0.6, -0.3, 0.6], [0.3, -1.4, 0.1], [-0.5, 0.2, -0.3]],
  "smiles": "C=C(C=O)CS",
  "total_energy_ev": -17126.6316,
  "e_lumo_ev": 0.41,
  "orbital_gap_ev": 9.92,
  "de_lowest_kcal_mol": 34.6
}

---

{
  "formula": "C4H6OS2",
  "method": "ωB97M-V with the def2-TZVPD basis set",
  "species": ["S", "C", "C", "O", "C", "S", "C", "H", "H", "H", "H", "H", "H"],
  "positions_angstrom": [[2.959006, -0.387060, -0.269695], [1.460783, 0.095083, 0.570091], [0.246710, 0.533900, -0.151024], [-0.923154, 1.273863, -0.030731], [-1.916577, 0.302185, -0.373889], [-1.226406, -1.463570, -0.079969], [0.117814, -0.645339, 0.753974], [2.382971, -0.985818, -1.331539], [1.713005, 0.539491, 1.527621], [0.372753, 0.218871, -1.198188], [-2.169924, 0.358734, -1.425965], [-2.772227, 0.499196, 0.250001], [-0.244748, -0.339537, 1.759307]],
  "atomic_forces_ev_per_a": [[-0.1, -0.1, -0.1], [0.2, 0.3, 0.4], [0.3, -0.4, -0.7], [-0.1, 0.4, 0.1], [-0.1, -0.1, 0.0], [0.1, 0.2, 0.1], [-0.4, -0.3, 0.7], [0.0, 0.1, 0.2], [0.1, -0.1, -0.1], [0.0, 0.1, 0.3], [-0.1, 0.1, -0.2], [-0.3, -0.1, 0.1], [0.4, -0.1, -0.8]],
  "smiles": "S[C@H]1[C@@H]2OCS[C@@H]12",
  "total_energy_ev": -27959.3280,
  "e_lumo_ev": 0.74,
  "orbital_gap_ev": 9.49,
  "de_lowest_kcal_mol": 91.1
}

---

{
  "formula": "C4H6OS2",
  "method": "ωB97M-V with the def2-TZVPD basis set",
  "species": ["C", "C", "C", "O", "C", "S", "S", "H", "H", "H", "H", "H", "H"],
  "positions_angstrom": [[1.224862, 0.379301, 1.001202], [1.179692, -0.088328, -0.497717], [-0.102569, -0.487670, -0.942698], [-0.201645, -1.148291, -1.886743], [-1.409674, 0.116217, -0.417125], [-1.954114, 1.623685, -0.645745], [-2.313610, -1.280299, 0.292941], [2.220162, 0.659159, 1.356844], [0.524714, 1.295506, 1.223477], [0.663310, -0.312272, 1.593700], [1.811162, -0.961321, -0.643248], [1.632635, 0.688613, -1.113076], [-3.274920, -0.484300, 0.678192]],
  "atomic_forces_ev_per_a": [[-1.8, 2.1, -0.6], [3.0, 1.4, 3.2], [-1.6, 3.5, 1.2], [-1.0, -3.6, -4.0], [-0.6, -1.2, 0.6], [0.4, -0.6, 0.2], [1.0, 0.8, -0.6], [-0.3, -0.5, 0.0], [1.5, -1.2, -1.0], [0.5, -1.0, 0.7], [0.2, -0.1, 0.1], [-0.4, 0.1, -0.3], [-0.9, 0.4, 0.4]],
  "smiles": "CCC(=O)C(=S)S",
  "total_energy_ev": -27961.7293,
  "e_lumo_ev": -0.61,
  "orbital_gap_ev": 8.40,
  "de_lowest_kcal_mol": 35.7
}

---

{
  "formula": "C4H6P2",
  "method": "ωB97M-V with the def2-TZVPD basis set",
  "species": ["C", "C", "P", "P", "C", "C", "H", "H", "H", "H", "H", "H"],
  "positions_angstrom": [[-1.140130, 0.759059, 0.112506], [0.278616, 0.293079, 0.050745], [1.657367, 1.298057, 0.401672], [3.254904, -0.032632, -0.015284], [2.073831, -1.331443, -0.220614], [0.734145, -1.173838, -0.050177], [-1.305138, 1.791030, 0.493762], [-1.571299, 0.116891, 0.785167], [-1.602346, 0.673666, -0.792331], [1.791863, 2.427601, -0.528048], [2.408056, -2.338789, -0.245917], [0.129341, -2.060216, -0.113690]],
  "atomic_forces_ev_per_a": [[2.0, 1.7, 1.4], [1.2, -3.7, -0.5], [0.4, 0.4, -0.6], [-0.6, -0.9, -0.5], [2.2, 1.1, 1.0], [-2.2, 5.3, -0.2], [0.5, -0.6, -0.3], [-1.7, -1.5, 1.6], [-1.3, -0.3, -2.6], [-0.4, -0.9, 0.7], [0.6, -0.8, -0.3], [-0.8, 0.2, 0.2]],
  "smiles": "CC1=[PH]=PC=C1",
  "total_energy_ev": -22820.5733,
  "e_lumo_ev": -0.37,
  "orbital_gap_ev": 7.48,
  "de_lowest_kcal_mol": 9.8
}

---

{
  "formula": "C4H6P2",
  "method": "ωB97M-V with the def2-TZVPD basis set",
  "species": ["C", "C", "C", "C", "P", "P", "H", "H", "H", "H", "H", "H"],
  "positions_angstrom": [[1.058793, -0.697575, 0.251122], [-0.863113, 0.687812, -1.714691], [-0.066122, -0.123089, 0.597505], [-1.075609, 0.125372, 1.647864], [0.462645, 0.430539, -2.638854], [1.729447, -0.921044, -1.455519], [1.584339, -1.431103, 0.774044], [-1.500072, 1.463271, -1.650062], [-0.926508, 1.069607, 1.965084], [-0.975226, -0.639865, 2.404735], [-2.123020, -0.206249, 1.297767], [2.694445, 0.242326, -1.478994]],
  "atomic_forces_ev_per_a": [[-1.7, 1.0, -1.6], [4.2, -2.7, 1.8], [-0.4, 0.0, -2.5], [-1.3, -4.6, -2.2], [-1.1, 0.0, 0.0], [0.8, 1.5, 0.1], [0.8, -0.9, 1.8], [-2.6, 2.2, 0.0], [-0.3, 3.2, 1.4], [0.7, 0.1, 0.9], [1.4, 1.4, 0.1], [-0.7, -1.3, 0.2]],
  "total_energy_ev": -22816.6368,
  "e_lumo_ev": [-0.11, -0.27],
  "orbital_gap_ev": [7.70, 7.62],
  "de_lowest_kcal_mol": 100.5
}

---

{
  "formula": "C4H6S",
  "method": "ωB97M-V with the def2-TZVPD basis set",
  "species": ["C", "C", "C", "C", "S", "H", "H", "H", "H", "H", "H"],
  "positions_angstrom": [[1.952795, -0.265320, -0.534087], [2.786382, 0.484560, 0.157484], [-0.865668, 0.136604, -0.380360], [-2.237587, -0.424324, -0.003167], [0.389089, -0.952425, 0.095511], [3.672605, 0.803036, -0.227174], [2.586769, 0.768188, 1.148722], [-0.606072, 1.175601, -0.710029], [-2.290215, -1.600594, -0.025803], [-3.068205, -0.021290, -0.574215], [-2.319896, -0.104038, 1.053119]],
  "atomic_forces_ev_per_a": [[-1.9, -0.8, 0.8], [-2.0, -1.2, -0.1], [0.8, -1.2, 0.2], [0.8, -0.9, 0.5], [1.1, 2.1, -1.5], [2.4, 0.8, -1.3], [-0.3, 0.4, 1.3], [-0.5, -1.2, 0.4], [0.3, 2.3, 0.0], [0.0, 0.1, -0.1], [-0.7, -0.4, -0.3]],
  "total_energy_ev": -15075.8771,
  "e_lumo_ev": [0.17, -0.60],
  "orbital_gap_ev": [8.56, 6.89],
  "de_lowest_kcal_mol": 90.3
}

---

{
  "formula": "C4H6S2",
  "method": "ωB97M-V with the def2-TZVPD basis set",
  "species": ["C", "S", "C", "C", "C", "S", "H", "H", "H", "H", "H", "H"],
  "positions_angstrom": [[-1.806109, -0.037617, 0.554821], [-1.449863, 1.352542, -0.537663], [-0.394592, 0.446740, 0.629868], [0.744201, -0.394772, 0.135042], [1.600178, 0.016803, -0.991819], [0.593562, -1.441342, -1.327851], [-1.956809, -0.993249, 0.077497], [-2.456966, 0.157420, 1.407643], [-0.129568, 1.019138, 1.515830], [1.273770, -0.899064, 0.977253], [2.684145, -0.146614, -0.915309], [1.298051, 0.920015, -1.525313]],
  "atomic_forces_ev_per_a": [[0.3, 0.1, 0.5], [0.1, -0.1, 0.1], [-0.4, 0.0, -0.1], [0.5, -0.5, 0.9], [0.6, 0.4, -0.2], [-0.1, 0.0, 0.0], [0.0, -0.1, -0.2], [0.1, 0.0, -0.3], [-0.1, 0.0, -0.1], [-0.4, 0.4, -0.7], [-0.6, 0.1, -0.1], [0.1, -0.3, 0.1]],
  "smiles": "C1S[C@@H]1[C@@H]1CS1",
  "total_energy_ev": -25914.6161,
  "e_lumo_ev": 0.82,
  "orbital_gap_ev": 9.62,
  "de_lowest_kcal_mol": 15.6
}

---

Q: Number 4 is which compound?
A: C4H6OS